1.
{
  "formula": "C25H29FN4O7",
  "method": "wB97M-V/def2-TZVPD",
  "species": ["C", "H", "O", "C", "C", "N", "C", "O", "C", "C", "C", "N", "C", "O", "N", "C", "C", "C", "C", "C", "C", "H", "O", "C", "H", "H", "H", "O", "C", "H", "H", "H", "H", "C", "O", "C", "H", "H", "C", "O", "N", "C", "C", "C", "C", "C", "C", "H", "H", "F", "H", "H", "H", "H", "H", "H", "H", "H", "H", "H", "H", "H", "H", "H", "H", "H"],
  "positions_angstrom": [[5.5392, -2.4688, 1.1066], [5.4337, -2.5703, 2.1934], [4.2878, -2.4901, 0.4702], [3.4374, -1.4454, 0.8845], [2.0968, -1.6086, 0.1698], [2.2605, -1.5006, -1.2593], [1.7902, -0.4804, -1.9884], [1.1754, 0.4509, -1.4837], [2.0807, -0.5595, -3.4742], [1.4318, -1.7798, -4.1345], [-0.0886, -1.6408, -4.2367], [-0.7020, -1.2858, -2.9626], [-1.2025, -0.0018, -2.8426], [-1.1575, 0.7886, -3.7620], [-1.7861, 0.3269, -1.6393], [-1.8436, -0.5543, -0.5767], [-1.2944, -1.8308, -0.7096], [-1.3352, -2.7126, 0.3686], [-1.8880, -2.3669, 1.5876], [-2.4419, -1.0692, 1.7238], [-2.4284, -0.2049, 0.6391], [-2.8754, 0.7649, 0.7526], [-2.9605, -0.7127, 2.9295], [-3.4983, 0.5812, 3.0951], [-3.8105, 0.6292, 4.1371], [-2.7526, 1.3579, 2.9032], [-4.3669, 0.7424, 2.4506], [-1.8091, -3.3296, 2.5452], [-2.5756, -3.2552, 3.7281], [-2.4384, -4.2216, 4.2129], [-3.6356, -3.1049, 3.5130], [-2.2248, -2.4621, 4.3911], [-0.9174, -3.6989, 0.2455], [-0.6839, -2.2463, -1.9638], [-0.1867, -3.3376, -2.1623], [-2.3610, 1.6533, -1.5322], [-3.4495, 1.5910, -1.4275], [-2.1336, 2.1672, -2.4726], [-1.8250, 2.5006, -0.3727], [-2.5760, 3.2121, 0.2653], [-0.4982, 2.3649, -0.1688], [0.2828, 2.9458, 0.8324], [1.6305, 2.5865, 0.8796], [2.4639, 3.1091, 1.8475], [1.9392, 3.9962, 2.7710], [0.6091, 4.3697, 2.7432], [-0.2217, 3.8439, 1.7706], [-1.2588, 4.1315, 1.7326], [0.2325, 5.0668, 3.4746], [2.7508, 4.5080, 3.7241], [3.5079, 2.8421, 1.8936], [2.0128, 1.8950, 0.1452], [0.0163, 1.7341, -0.7795], [-0.3548, -0.8520, -4.9418], [-0.5167, -2.5928, -4.5606], [1.8241, -1.8936, -5.1463], [1.6655, -2.6858, -3.5744], [3.1636, -0.6038, -3.6107], [1.7060, 0.3546, -3.9385], [2.8025, -2.2316, -1.6920], [1.6777, -2.5897, 0.4064], [1.4052, -0.8275, 0.4921], [3.2811, -1.4834, 1.9729], [3.8848, -0.4706, 0.6338], [6.1013, -3.3142, 0.7158], [6.0794, -1.5384, 0.8915]],
  "smiles": "COCCNC(=O)CCCn1c(=O)c2cc(OC)c(OC)cc2n(CC(=O)Nc2ccc(F)cc2)c1=O",
  "gap_ev": 8.5838,
  "e_tot_ha": -1815.71895
}



2.
{
  "formula": "C25H29IN3O8PS6W",
  "method": "wB97M-V/def2-TZVPD",
  "species": ["W", "C", "C", "O", "P", "S", "S", "O", "C", "C", "H", "H", "H", "H", "H", "H", "H", "H", "H", "H", "C", "C", "S", "C", "C", "S", "H", "H", "H", "H", "H", "H", "O", "C", "C", "C", "C", "C", "C", "C", "O", "N", "N", "C", "S", "C", "C", "S", "H", "H", "H", "H", "H", "H", "H", "H", "H", "O", "N", "O", "I", "C", "C", "C", "C", "C", "C", "C", "O", "O", "H", "H", "H", "H"],
  "positions_angstrom": [[-0.0470, -1.0421, -0.6276], [0.4580, 0.5303, 6.1433], [0.0534, 0.5845, 4.6819], [1.2233, 0.2770, 3.9363], [1.4493, 0.5675, 2.3597], [2.9143, -0.6807, 1.9218], [-0.3868, 0.7309, 1.5005], [1.9364, 2.0870, 2.2485], [3.2254, 2.4609, 2.7787], [4.1118, 2.9147, 1.6430], [-0.4069, 0.7179, 6.7828], [1.2100, 1.2900, 6.3732], [0.8744, -0.4469, 6.3943], [-0.3263, 1.5785, 4.4359], [-0.7282, -0.1478, 4.4635], [3.6742, 1.6280, 3.3052], [3.0531, 3.2836, 3.4758], [4.3326, 2.0815, 0.9760], [5.0579, 3.2850, 2.0691], [3.6340, 3.7406, 1.0995], [0.5683, -4.9274, 2.1526], [0.8659, -3.7624, 1.2037], [0.1388, -2.3012, 1.5522], [1.7425, -3.8814, 0.1377], [2.5002, -5.1751, -0.1356], [2.0454, -2.6033, -0.8923], [-0.1005, -4.6373, 2.9706], [1.4809, -5.3384, 2.6018], [0.0704, -5.7243, 1.5994], [2.1502, -5.9502, 0.5390], [3.5815, -5.0469, 0.0208], [2.3129, -5.5000, -1.1552], [-4.7066, 1.0577, -2.3583], [-3.8006, 1.7163, -3.1297], [-4.1991, 2.5958, -4.1189], [-3.2621, 3.2423, -4.9009], [-1.9010, 3.0208, -4.7013], [-1.5067, 2.1404, -3.7037], [-2.4415, 1.4879, -2.8948], [-1.9897, 0.6145, -1.8316], [-0.7116, 0.6211, -1.5369], [-2.7794, -0.1993, -1.2143], [-2.0689, -0.9595, -0.2789], [-2.7874, -2.2068, -0.0916], [-2.9439, -2.7275, 1.6460], [-4.1556, -3.9584, 1.1886], [-5.2520, -3.2354, 0.4221], [-4.4956, -2.1393, -0.7930], [-5.5968, 1.3090, -2.6269], [-5.2546, 2.7904, -4.2346], [-3.5990, 3.9410, -5.6603], [-1.1537, 3.5507, -5.2855], [-0.4619, 1.9699, -3.4805], [-4.5427, -4.4139, 2.1072], [-3.6813, -4.7237, 0.5665], [-5.8667, -2.6592, 1.1119], [-5.8629, -3.9613, -0.1108], [-2.0797, -3.2225, -0.8368], [-0.7562, -2.9657, -1.1515], [-0.7157, -2.0022, -2.1784], [3.8740, 6.4473, -2.1760], [3.1642, 4.4819, -2.0815], [3.8390, 3.4627, -2.7484], [3.3792, 2.1578, -2.6472], [2.2871, 1.8899, -1.8590], [1.5935, 2.9052, -1.2019], [2.0221, 4.2109, -1.3301], [1.8216, 0.5082, -1.6471], [1.4533, -0.2979, -2.5169], [1.5720, 0.2605, -0.4312], [4.7188, 3.6856, -3.3328], [3.8948, 1.3410, -3.1352], [0.7625, 2.6484, -0.5558], [1.5214, 5.0233, -0.8160]],
  "charge": -1,
  "gap_ev": [6.3873, 5.7155],
  "multiplicity": 2,
  "e_tot_ha": -4831.61995
}